# C21H18N7ORe

A molecular structure, C21H18N7ORe in a non-equilibrium geometry (ωB97M-V with the def2-TZVPD basis set, the OMol25 dataset).

Results
Molecular weight ... 570.630 g mol⁻¹
Electronic energy ... -1346.752911 hartree
Charge ... +3
Spin multiplicity ... 2
Strongest force on any atom ... 1.26 eV/A

Last column: natural (NBO) charge in e.
Cartesian coordinates (Å):
Re: -0.04170 -0.26696 0.24163  1.686
O: -0.24014 0.05113 2.00707  -0.474
N: -0.00409 -1.43792 -1.45304  -0.537
N: -2.12120 -0.01148 0.00499  -0.538
N: -0.95685 0.16519 3.19160  0.034
N: -2.04727 1.88810 5.89366  -0.029
N: 2.01948 0.03566 0.12961  -0.540
N: 0.34768 3.07077 2.15167  -0.226
N: -0.01936 1.21893 -1.26888  -0.385
C: -0.00751 -2.79566 -1.35151  0.075
C: 2.35676 1.16044 -0.55602  0.221
C: 0.02960 0.64258 -2.66609  -0.278
C: -0.20617 2.39898 2.89787  0.252
C: -2.43958 1.10954 -0.69074  0.204
C: 4.67117 0.69593 -0.21985  -0.038
C: -1.50157 1.64878 4.91226  0.154
C: 2.99342 -0.75734 0.63735  0.099
C: -3.10713 -0.80473 0.48240  0.097
C: -4.76245 0.62949 -0.45135  -0.051
C: 0.04915 -2.99353 -3.72026  -0.038
C: 0.02578 -0.85586 -2.66732  0.244
C: -0.87360 1.36302 3.66326  0.110
C: 0.02095 -3.59662 -2.46123  -0.209
C: -4.43548 -0.50884 0.27646  -0.211
C: -1.28425 2.00780 -1.05795  -0.275
C: 1.20965 2.04045 -0.97958  -0.286
C: 3.67210 1.50728 -0.75236  -0.212
C: -3.74860 1.44700 -0.94302  -0.212
C: 0.05334 -1.60932 -3.82072  -0.216
C: 4.32435 -0.45047 0.48840  -0.212
H: -0.03536 -3.21071 -0.35028  0.235
H: 0.97939 2.72004 -0.15694  0.281
H: 0.06573 -3.60165 -4.61600  0.277
H: -1.10899 2.70912 -0.23819  0.265
H: -1.51111 2.60143 -1.94364  0.262
H: 5.07618 -1.09849 0.91699  0.282
H: -3.98278 2.34244 -1.50444  0.268
H: 1.47331 2.65074 -1.84388  0.260
H: 0.07509 -1.12203 -4.78743  0.272
H: -5.79868 0.88416 -0.63507  0.275
H: 3.92225 2.40731 -1.29876  0.270
H: -0.82424 1.01093 -3.23549  0.266
H: -5.19886 -1.16081 0.67789  0.281
H: 2.67396 -1.64007 1.17720  0.234
H: 0.92813 1.00520 -3.16658  0.267
H: -2.80102 -1.68326 1.03543  0.236
H: 5.71204 0.95992 -0.35823  0.276
H: 0.01921 -4.67196 -2.34968  0.284